A 16-piece molecular cluster, C84H214N14O27 overall at a distorted geometry. Source: the Open Molecules 2025 dataset; level of theory: the ωB97M-V functional and the def2-TZVPD basis.

orbital gap	8.72	eV
molecular weight	1852.71	g mol⁻¹
HOMO level	-8.26	eV
largest force on an atom	0.0654	hartree/bohr

Each atom is followed by the atoms it is bonded to, with distances in Å.
Geometry (Å):
1 C -1.3140 0.0951 0.2871  C2 1.561, H5 1.090, H6 1.090, H7 1.090
2 C -0.4185 1.0975 -0.5059  C1 1.561, C3 1.548, O4 1.365, H8 1.090
3 C 1.0771 0.7382 -0.3309  C2 1.548, H9 1.090, H10 1.090, H11 1.090
4 O -0.7940 1.1569 -1.8169  C2 1.365, H12 0.960
5 H -2.3720 0.3378 0.3859  C1 1.090
6 H -0.8845 0.0722 1.2887  C1 1.090
7 H -1.3698 -0.9146 -0.1196  C1 1.090
8 H -0.5358 2.1024 -0.1001  C2 1.090
9 H 1.2029 0.7511 0.7517  C3 1.090
10 H 1.8471 1.3775 -0.7627  C3 1.090
11 H 1.3355 -0.2215 -0.7784  C3 1.090
12 H -0.5379 0.3774 -2.3153  O4 0.960
13 C 4.1536 6.5293 -2.6607  C14 1.529, H17 1.090, H18 1.090, H19 1.090
14 C 3.7924 7.1272 -4.0213  C13 1.529, C15 1.485, O16 1.363, H20 1.090
15 C 2.3562 7.4966 -4.0912  C14 1.485, H21 1.090, H22 1.090, H23 1.090
16 O 4.4954 8.2557 -4.3193  C14 1.363, H24 0.960
17 H 4.0964 7.3274 -1.9204  C13 1.090
18 H 5.1841 6.1804 -2.5943  C13 1.090
19 H 3.4737 5.7107 -2.4246  C13 1.090
20 H 3.9714 6.3971 -4.8106  C14 1.090
21 H 1.6929 6.6411 -3.9634  C15 1.090
22 H 2.0910 8.0811 -4.9722  C15 1.090
23 H 2.2071 8.1383 -3.2229  C15 1.090
24 H 5.3023 8.1007 -4.8158  O16 0.960
25 C -1.2504 -2.0027 3.6931  C26 1.526, H31 1.090, H32 1.090, H33 1.090
26 C -1.5821 -3.4069 4.1907  C25 1.526, C27 1.574, N30 1.438, H34 1.090
27 C -1.0218 -3.6894 5.6340  C26 1.574, O28 1.450, H35 1.090, H36 1.090
28 O 0.4249 -3.7807 5.5878  C27 1.450, C29 1.511
29 C 1.0985 -3.7284 6.9391  O28 1.511, H37 1.090, H38 1.090, H39 1.090
30 N -3.0090 -3.5413 4.0714  C26 1.438, H40 1.010, H41 1.010
31 H -0.1756 -1.8984 3.5446  C25 1.090
32 H -1.7104 -1.2685 4.3545  C25 1.090
33 H -1.8303 -1.7695 2.8001  C25 1.090
34 H -1.0904 -4.1409 3.5524  C26 1.090
35 H -1.3668 -4.5819 6.1560  C27 1.090
36 H -1.3217 -2.9192 6.3446  C27 1.090
37 H 2.1046 -4.1379 6.8477  C29 1.090
38 H 0.6933 -4.3315 7.7516  C29 1.090
39 H 1.1119 -2.6836 7.2494  C29 1.090
40 H -3.2522 -4.3967 4.5502  N30 1.010
41 H -3.4689 -2.8900 4.6913  N30 1.010
42 C -4.3859 -2.8441 -5.0465  C43 1.548, H48 1.090, H49 1.090, H50 1.090
43 C -3.3589 -1.7182 -4.7752  C42 1.548, C44 1.537, N47 1.463, H51 1.090
44 C -3.3775 -1.1152 -3.3620  C43 1.537, O45 1.444, H52 1.090, H53 1.090
45 O -4.5697 -0.3214 -3.1760  C44 1.444, C46 1.395
46 C -4.4220 0.5773 -2.1198  O45 1.395, H54 1.090, H55 1.090, H56 1.090
47 N -2.0519 -2.3098 -5.0597  C43 1.463, H57 1.010, H58 1.010
48 H -5.4220 -2.5602 -4.8618  C42 1.090
49 H -4.1963 -3.7886 -4.5366  C42 1.090
50 H -4.3725 -3.1053 -6.1046  C42 1.090
51 H -3.5637 -0.9518 -5.5227  C43 1.090
52 H -2.4202 -0.6192 -3.2020  C44 1.090
53 H -3.5426 -1.8331 -2.5586  C44 1.090
54 H -4.1233 0.0906 -1.1913  C46 1.090
55 H -5.3692 1.0664 -1.8926  C46 1.090
56 H -3.7364 1.3897 -2.3610  C46 1.090
57 H -2.0320 -2.8345 -5.9225  N47 1.010
58 H -1.7850 -2.8877 -4.2755  N47 1.010
59 C -5.9604 1.8395 1.2374  C60 1.548, H65 1.090, H66 1.090, H67 1.090
60 C -5.9057 3.0975 2.1370  C59 1.548, C61 1.538, N64 1.433, H68 1.090
61 C -4.4796 3.4566 2.5883  C60 1.538, O62 1.431, H69 1.090, H70 1.090
62 O -3.9333 2.2736 3.1803  C61 1.431, C63 1.404
63 C -2.5399 2.3135 3.3480  O62 1.404, H71 1.090, H72 1.090, H73 1.090
64 N -6.5385 4.2359 1.5387  C60 1.433, H74 1.010, H75 1.010
65 H -6.9085 1.8509 0.6997  C59 1.090
66 H -5.9499 0.9448 1.8600  C59 1.090
67 H -5.1375 1.8872 0.5242  C59 1.090
68 H -6.5094 2.8993 3.0227  C60 1.090
69 H -4.4466 4.2774 3.3047  C61 1.090
70 H -3.8661 3.7248 1.7283  C61 1.090
71 H -2.2052 1.5266 4.0238  C63 1.090
72 H -2.2325 3.2613 3.7900  C63 1.090
73 H -2.0124 2.2607 2.3956  C63 1.090
74 H -6.2779 5.0750 2.0368  N64 1.010
75 H -6.0450 4.3308 0.6626  N64 1.010
76 C -1.1502 5.8069 -0.0133  O77 1.448, H85 1.090, H86 1.090, H87 1.090
77 O -0.5160 6.7954 0.8330  C76 1.448, C78 1.374
78 C -0.7370 6.6155 2.1768  O77 1.374, C79 1.523, H88 1.090, H89 1.090
79 C -0.3625 7.8841 2.9312  C78 1.523, N80 1.502, H90 1.090, H91 1.090
80 N 1.0878 7.7687 3.3057  C79 1.502, C81 1.445, H92 1.010
81 C 2.0457 7.8499 2.2274  N80 1.445, C82 1.542, H93 1.090, H94 1.090
82 C 3.4987 7.8194 2.7421  C81 1.542, O83 1.420, H95 1.090, H96 1.090
83 O 4.3939 7.8933 1.6422  C82 1.420, C84 1.417
84 C 5.7500 7.7800 2.0371  O83 1.417, H97 1.090, H98 1.090, H99 1.090
85 H -1.4273 6.3265 -0.9305  C76 1.090
86 H -2.1011 5.4679 0.3977  C76 1.090
87 H -0.4029 5.0213 -0.1256  C76 1.090
88 H -0.3200 5.7274 2.6517  C78 1.090
89 H -1.8152 6.5956 2.3354  C78 1.090
90 H -0.9571 7.9805 3.8396  C79 1.090
91 H -0.6050 8.7852 2.3679  C79 1.090
92 H 1.2707 8.2204 4.1904  N80 1.010
93 H 1.9204 8.7031 1.5607  C81 1.090
94 H 1.8276 7.0177 1.5581  C81 1.090
95 H 3.6350 6.9801 3.4241  C82 1.090
96 H 3.6948 8.7378 3.2953  C82 1.090
97 H 5.8299 6.8029 2.5136  C84 1.090
98 H 6.0968 8.5022 2.7761  C84 1.090
99 H 6.3903 7.8640 1.1589  C84 1.090
100 C 3.2047 -2.4345 -6.9163  O101 1.473, H109 1.090, H110 1.090, H111 1.090
101 O 2.5275 -2.2308 -5.6245  C100 1.473, C102 1.429
102 C 1.5841 -1.1575 -5.6566  O101 1.429, C103 1.538, H112 1.090, H113 1.090
103 C 1.1380 -0.6042 -4.2925  C102 1.538, N104 1.454, H114 1.090, H115 1.090
104 N 0.2639 -1.3432 -3.3959  C103 1.454, C105 1.463, H116 1.010
105 C 0.9423 -2.5850 -3.0262  N104 1.463, C106 1.566, H117 1.090, H118 1.090
106 C -0.0087 -3.4677 -2.1494  C105 1.566, O107 1.426, H119 1.090, H120 1.090
107 O -1.0856 -3.9153 -2.9704  C106 1.426, C108 1.436
108 C -2.0027 -4.8396 -2.3641  O107 1.436, H121 1.090, H122 1.090, H123 1.090
109 H 3.9974 -1.6963 -7.0380  C100 1.090
110 H 2.4275 -2.3542 -7.6764  C100 1.090
111 H 3.7253 -3.3919 -6.9378  C100 1.090
112 H 0.6782 -1.2410 -6.2571  C102 1.090
113 H 2.0731 -0.2981 -6.1153  C102 1.090
114 H 0.5554 0.2705 -4.5818  C103 1.090
115 H 2.0637 -0.2886 -3.8114  C103 1.090
116 H -0.5322 -1.6481 -3.9374  N104 1.010
117 H 1.8077 -2.3411 -2.4100  C105 1.090
118 H 1.3442 -3.1446 -3.8709  C105 1.090
119 H -0.4429 -3.0055 -1.2629  C106 1.090
120 H 0.6164 -4.3243 -1.8972  C106 1.090
121 H -2.4226 -5.4522 -3.1619  C108 1.090
122 H -2.7394 -4.3281 -1.7446  C108 1.090
123 H -1.5146 -5.5190 -1.6653  C108 1.090
124 C 2.3549 4.0959 1.5829  O125 1.388, H133 1.090, H134 1.090, H135 1.090
125 O 3.1002 3.0577 2.1233  C124 1.388, C126 1.430
126 C 4.3312 3.5028 2.6980  O125 1.430, C127 1.543, H136 1.090, H137 1.090
127 C 5.4946 3.6891 1.7017  C126 1.543, N128 1.456, H138 1.090, H139 1.090
128 N 6.7214 4.1427 2.3414  C127 1.456, C129 1.445, H140 1.010
129 C 7.7749 4.3687 1.3789  N128 1.445, C130 1.562, H141 1.090, H142 1.090
130 C 8.9770 5.1376 2.0152  C129 1.562, O131 1.430, H143 1.090, H144 1.090
131 O 8.5796 6.4440 2.4406  C130 1.430, C132 1.427
132 C 9.6824 7.2321 2.8869  O131 1.427, H145 1.090, H146 1.090, H147 1.090
133 H 2.0941 4.7283 2.4315  C124 1.090
134 H 1.4122 3.8479 1.0950  C124 1.090
135 H 2.9210 4.6202 0.8130  C124 1.090
136 H 4.5654 2.6775 3.3705  C126 1.090
137 H 4.1818 4.3409 3.3787  C126 1.090
138 H 5.1909 4.4801 1.0160  C127 1.090
139 H 5.6881 2.7869 1.1216  C127 1.090
140 H 6.5534 4.9990 2.8499  N128 1.010
141 H 7.3125 4.9608 0.5891  C129 1.090
142 H 8.2030 3.4306 1.0258  C129 1.090
143 H 9.8351 5.1990 1.3460  C130 1.090
144 H 9.2326 4.5759 2.9137  C130 1.090
145 H 10.4558 7.4639 2.1547  C132 1.090
146 H 10.2299 6.6755 3.6475  C132 1.090
147 H 9.3456 8.1476 3.3734  C132 1.090
148 C -5.1876 -6.6709 -5.2915  O149 1.396, H157 1.090, H158 1.090, H159 1.090
149 O -5.5504 -5.9775 -4.1351  C148 1.396, C150 1.446
150 C -6.8818 -5.4463 -4.3248  O149 1.446, C151 1.554, H160 1.090, H161 1.090
151 C -7.5041 -5.0126 -2.9681  C150 1.554, N152 1.465, H162 1.090, H163 1.090
152 N -6.6356 -4.0495 -2.2866  C151 1.465, C153 1.448, H164 1.010
153 C -6.9955 -3.7324 -0.9204  N152 1.448, C154 1.554, H165 1.090, H166 1.090
154 C -6.0442 -2.6426 -0.3517  C153 1.554, O155 1.390, H167 1.090, H168 1.090
155 O -4.8460 -3.2624 -0.0154  C154 1.390, C156 1.438
156 C -3.9451 -2.4433 0.7496  O155 1.438, H169 1.090, H170 1.090, H171 1.090
157 H -5.9744 -7.3588 -5.6011  C148 1.090
158 H -4.3924 -7.3770 -5.0525  C148 1.090
159 H -4.7659 -6.0868 -6.1094  C148 1.090
160 H -7.5881 -6.1123 -4.8206  C150 1.090
161 H -6.8085 -4.5459 -4.9346  C150 1.090
162 H -7.5700 -5.8046 -2.2220  C151 1.090
163 H -8.5232 -4.6427 -3.0805  C151 1.090
164 H -5.7018 -4.4255 -2.2047  N152 1.010
165 H -6.9254 -4.5692 -0.2254  C153 1.090
166 H -7.9967 -3.3051 -0.8648  C153 1.090
167 H -6.5417 -2.1983 0.5104  C154 1.090
168 H -5.9236 -1.8498 -1.0899  C154 1.090
169 H -3.7405 -1.4776 0.2874  C156 1.090
170 H -2.9351 -2.8383 0.8592  C156 1.090
171 H -4.3519 -2.1752 1.7247  C156 1.090
172 C -0.1866 0.2717 6.5379  O173 1.422, H181 1.090, H182 1.090, H183 1.090
173 O 1.0552 0.6615 7.1096  C172 1.422, C174 1.451
174 C 2.0503 0.9781 6.1017  O173 1.451, C175 1.548, H184 1.090, H185 1.090
175 C 3.3674 1.3461 6.8279  C174 1.548, N176 1.482, H186 1.090, H187 1.090
176 N 3.8911 0.2228 7.6406  C175 1.482, C177 1.417, H188 1.010
177 C 4.2250 -0.9571 6.9311  N176 1.417, C178 1.554, H189 1.090, H190 1.090
178 C 4.8881 -2.0174 7.8535  C177 1.554, O179 1.421, H191 1.090, H192 1.090
179 O 3.9257 -2.4322 8.8138  C178 1.421, C180 1.418
180 C 4.0910 -3.7084 9.4090  O179 1.418, H193 1.090, H194 1.090, H195 1.090
181 H -0.3506 0.7643 5.5795  C172 1.090
182 H -0.9803 0.5820 7.2175  C172 1.090
183 H -0.1841 -0.8177 6.5007  C172 1.090
184 H 1.7159 1.8626 5.5595  C174 1.090
185 H 2.1932 0.1398 5.4198  C174 1.090
186 H 3.1805 2.2182 7.4545  C175 1.090
187 H 4.1057 1.6127 6.0717  C175 1.090
188 H 3.1614 -0.0043 8.3009  N176 1.010
189 H 4.9570 -0.7823 6.1426  C177 1.090
190 H 3.2580 -1.2046 6.4930  C177 1.090
191 H 5.7569 -1.6846 8.4214  C178 1.090
192 H 5.1370 -2.8554 7.2025  C178 1.090
193 H 5.0699 -3.7915 9.8811  C180 1.090
194 H 3.9425 -4.4946 8.6688  C180 1.090
195 H 3.3778 -3.8601 10.2192  C180 1.090
196 C 12.1942 -2.2648 -2.0111  O197 1.460, H205 1.090, H206 1.090, H207 1.090
197 O 11.1889 -3.2099 -1.5342  C196 1.460, C198 1.419
198 C 10.5259 -2.8903 -0.3211  O197 1.419, C199 1.562, H208 1.090, H209 1.090
199 C 9.3022 -3.8378 -0.1105  C198 1.562, N200 1.448, H210 1.090, H211 1.090
200 N 8.0239 -3.6134 -0.7536  C199 1.448, C201 1.436, H212 1.010
201 C 8.0603 -3.8017 -2.1770  N200 1.436, C202 1.538, H213 1.090, H214 1.090
202 C 6.6663 -3.7036 -2.8203  C201 1.538, O203 1.395, H215 1.090, H216 1.090
203 O 6.0666 -2.4580 -2.6343  C202 1.395, C204 1.404
204 C 4.9203 -2.1521 -3.3860  O203 1.404, H217 1.090, H218 1.090, H219 1.090
205 H 12.8999 -2.0953 -1.1980  C196 1.090
206 H 11.7954 -1.2667 -2.1925  C196 1.090
207 H 12.6661 -2.5974 -2.9357  C196 1.090
208 H 10.2968 -1.8432 -0.1234  C198 1.090
209 H 11.2705 -3.1377 0.4356  C198 1.090
210 H 9.0069 -3.8267 0.9387  C199 1.090
211 H 9.6143 -4.8705 -0.2659  C199 1.090
212 H 7.7470 -2.6673 -0.5341  N200 1.010
213 H 8.5499 -4.7528 -2.3862  C201 1.090
214 H 8.7793 -3.0556 -2.5154  C201 1.090
215 H 6.0229 -4.4709 -2.3899  C202 1.090
216 H 6.7033 -3.8647 -3.8977  C202 1.090
217 H 4.4665 -1.2199 -3.0496  C204 1.090
218 H 4.1905 -2.9578 -3.3070  C204 1.090
219 H 5.1320 -2.1040 -4.4541  C204 1.090
220 C 3.1298 -4.3779 0.3113  O221 1.392, H229 1.090, H230 1.090, H231 1.090
221 O 2.3340 -5.4632 -0.0454  C220 1.392, C222 1.420
222 C 1.5798 -6.0464 1.0066  O221 1.420, C223 1.553, H232 1.090, H233 1.090
223 C 1.0394 -7.3550 0.3696  C222 1.553, N224 1.467, H234 1.090, H235 1.090
224 N 2.0463 -8.2449 -0.2200  C223 1.467, C225 1.490, H236 1.010
225 C 1.5136 -9.1044 -1.3139  N224 1.490, C226 1.568, H237 1.090, H238 1.090
226 C 0.2981 -10.0068 -0.9053  C225 1.568, O227 1.381, H239 1.090, H240 1.090
227 O -0.8194 -9.1952 -0.8901  C226 1.381, C228 1.494
228 C -2.0167 -9.8871 -0.3244  O227 1.494, H241 1.090, H242 1.090, H243 1.090
229 H 3.8442 -4.1792 -0.4876  C220 1.090
230 H 3.6619 -4.4514 1.2598  C220 1.090
231 H 2.4754 -3.5104 0.3962  C220 1.090
232 H 0.8348 -5.3220 1.3356  C222 1.090
233 H 2.1286 -6.3023 1.9129  C222 1.090
234 H 0.4429 -6.9099 -0.4267  C223 1.090
235 H 0.3914 -7.9953 0.9681  C223 1.090
236 H 2.6291 -7.5728 -0.6982  N224 1.010
237 H 2.2533 -9.8529 -1.5980  C225 1.090
238 H 1.3177 -8.4479 -2.1617  C225 1.090
239 H 0.5497 -10.5260 0.0195  C226 1.090
240 H 0.2050 -10.7834 -1.6644  C226 1.090
241 H -2.9225 -9.4113 -0.7001  C228 1.090
242 H -2.0460 -9.8757 0.7651  C228 1.090
243 H -2.0005 -10.9521 -0.5562  C228 1.090
244 C 4.0226 2.3679 -2.1887  O245 1.415, H253 1.090, H254 1.090, H255 1.090
245 O 2.8011 2.9623 -2.5843  C244 1.415, C246 1.442
246 C 2.7023 3.2526 -3.9932  O245 1.442, C247 1.547, H256 1.090, H257 1.090
247 C 1.2792 3.8090 -4.2349  C246 1.547, N248 1.451, H258 1.090, H259 1.090
248 N 0.2339 2.8301 -4.4691  C247 1.451, C249 1.462, H260 1.010
249 C -1.1157 3.3649 -4.6392  N248 1.462, C250 1.564, H261 1.090, H262 1.090
250 C -2.1656 2.3189 -5.1403  C249 1.564, O251 1.442, H263 1.090, H264 1.090
251 O -3.4221 3.0188 -5.0363  C250 1.442, C252 1.415
252 C -4.5082 2.4283 -5.7249  O251 1.415, H265 1.090, H266 1.090, H267 1.090
253 H 4.0015 2.2042 -1.1113  C244 1.090
254 H 4.9138 2.9362 -2.4549  C244 1.090
255 H 4.0667 1.3679 -2.6201  C244 1.090
256 H 2.8019 2.3513 -4.5980  C246 1.090
257 H 3.5011 3.9543 -4.2331  C246 1.090
258 H 1.2735 4.5448 -5.0390  C247 1.090
259 H 0.9122 4.3790 -3.3813  C247 1.090
260 H 0.1061 2.2657 -3.6413  N248 1.010
261 H -1.1331 4.2231 -5.3109  C249 1.090
262 H -1.5663 3.7261 -3.7147  C249 1.090
263 H -2.1863 1.4357 -4.5018  C250 1.090
264 H -1.8700 2.0023 -6.1406  C250 1.090
265 H -5.4124 3.0195 -5.5796  C252 1.090
266 H -4.5902 1.4486 -5.2542  C252 1.090
267 H -4.1908 2.2437 -6.7512  C252 1.090
268 C -8.5084 -0.4963 1.8831  O269 1.409, H277 1.090, H278 1.090, H279 1.090
269 O -8.4523 -1.7650 2.4930  C268 1.409, C270 1.443
270 C -7.2166 -2.0023 3.1988  O269 1.443, C271 1.572, H280 1.090, H281 1.090
271 C -6.9230 -3.5315 3.4163  C270 1.572, N272 1.461, H282 1.090, H283 1.090
272 N -7.9614 -4.1735 4.2191  C271 1.461, C273 1.489, H284 1.010
273 C -7.7530 -5.6464 4.2812  N272 1.489, C274 1.507, H285 1.090, H286 1.090
274 C -8.7482 -6.2093 5.2631  C273 1.507, O275 1.446, H287 1.090, H288 1.090
275 O -10.0127 -6.3194 4.5710  C274 1.446, C276 1.383
276 C -11.1225 -6.4168 5.3903  O275 1.383, H289 1.090, H290 1.090, H291 1.090
277 H -7.9383 -0.4154 0.9577  C268 1.090
278 H -8.2344 0.3115 2.5616  C268 1.090
279 H -9.5484 -0.3433 1.5947  C268 1.090
280 H -7.2340 -1.5470 4.1890  C270 1.090
281 H -6.3311 -1.5313 2.7721  C270 1.090
282 H -5.9698 -3.6648 3.9279  C271 1.090
283 H -6.8593 -4.0233 2.4457  C271 1.090
284 H -8.8391 -3.9569 3.7688  N272 1.010
285 H -6.7575 -5.8304 4.6851  C273 1.090
286 H -7.9056 -6.1391 3.3210  C273 1.090
287 H -8.7391 -5.7232 6.2386  C274 1.090
288 H -8.3748 -7.2086 5.4866  C274 1.090
289 H -10.9366 -6.0561 6.4019  C276 1.090
290 H -11.4204 -7.4648 5.4241  C276 1.090
291 H -11.9095 -5.7396 5.0585  C276 1.090
292 C -4.1388 4.4702 -1.4862  O293 1.395, H301 1.090, H302 1.090, H303 1.090
293 O -5.3063 4.8764 -0.8388  C292 1.395, C294 1.477
294 C -6.3231 5.3868 -1.7813  O293 1.477, C295 1.566, H304 1.090, H305 1.090
295 C -7.2116 4.2010 -2.2876  C294 1.566, N296 1.419, H306 1.090, H307 1.090
296 N -8.5810 4.5405 -2.4353  C295 1.419, C297 1.432, H308 1.010
297 C -8.8792 5.4634 -3.4893  N296 1.432, C298 1.533, H309 1.090, H310 1.090
298 C -10.2688 5.2901 -4.1126  C297 1.533, O299 1.427, H311 1.090, H312 1.090
299 O -10.3371 3.9507 -4.5985  C298 1.427, C300 1.414
300 C -11.4393 3.7200 -5.4542  O299 1.414, H313 1.090, H314 1.090, H315 1.090
301 H -3.5521 5.3679 -1.6815  C292 1.090
302 H -4.4659 3.8904 -2.3493  C292 1.090
303 H -3.5169 3.7776 -0.9191  C292 1.090
304 H -5.9542 6.0468 -2.5665  C294 1.090
305 H -7.0460 6.0141 -1.2597  C294 1.090
306 H -7.0532 3.3585 -1.6144  C295 1.090
307 H -6.7547 3.9189 -3.2361  C295 1.090
308 H -9.0916 3.7053 -2.6839  N296 1.010
309 H -8.1227 5.4603 -4.2740  C297 1.090
310 H -8.8836 6.4789 -3.0932  C297 1.090
311 H -10.4811 6.0870 -4.8253  C298 1.090
312 H -11.0268 5.4026 -3.3374  C298 1.090
313 H -11.3521 2.7819 -6.0023  C300 1.090
314 H -11.4411 4.4380 -6.2743  C300 1.090
315 H -12.4020 3.8184 -4.9524  C300 1.090
316 C 8.9211 2.3850 -2.8791  O317 1.419, H325 1.090, H326 1.090, H327 1.090
317 O 8.0298 1.9935 -1.8471  C316 1.419, C318 1.402
318 C 7.9358 0.6050 -1.6759  O317 1.402, C319 1.552, H328 1.090, H329 1.090
319 C 6.8630 0.3971 -0.5739  C318 1.552, N320 1.461, H330 1.090, H331 1.090
320 N 6.6700 -1.0295 -0.3268  C319 1.461, C321 1.461, H332 1.010
321 C 5.7185 -1.2048 0.7682  N320 1.461, C322 1.508, H333 1.090, H334 1.090
322 C 4.3005 -0.7489 0.5295  C321 1.508, O323 1.425, H335 1.090, H336 1.090
323 O 3.3763 -1.2064 1.5124  C322 1.425, C324 1.405
324 C 3.4367 -0.5027 2.7266  O323 1.405, H337 1.090, H338 1.090, H339 1.090
325 H 9.2575 3.4071 -2.7053  C316 1.090
326 H 8.4854 2.2977 -3.8745  C316 1.090
327 H 9.7895 1.7299 -2.8094  C316 1.090
328 H 8.9298 0.2610 -1.3899  C318 1.090
329 H 7.6514 0.1740 -2.6359  C318 1.090
330 H 5.9732 0.9709 -0.8333  C319 1.090
331 H 7.2034 0.8158 0.3732  C319 1.090
332 H 6.3902 -1.5408 -1.1517  N320 1.010
333 H 6.1986 -0.7141 1.6148  C321 1.090
334 H 5.7717 -2.2553 1.0540  C321 1.090
335 H 4.0341 -1.1792 -0.4359  C322 1.090
336 H 4.1975 0.3299 0.4119  C322 1.090
337 H 2.9133 -1.1049 3.4693  C324 1.090
338 H 2.8595 0.4115 2.5883  C324 1.090
339 H 4.4708 -0.3977 3.0550  C324 1.090